Entry 1:
{"formula": "C5H11N2O", "method": "ωB97M-V/def2-TZVPD", "elements": ["C", "C", "C", "C", "C", "N", "N", "O", "H", "H", "H", "H", "H", "H", "H", "H", "H", "H", "H"], "xyz": [[1.597, 0.316, 0.011], [0.603, -1.876, -0.029], [-0.702, -0.936, -0.522], [-0.829, 0.623, 1.319], [-0.627, 1.656, -0.834], [1.740, -0.998, 0.102], [-0.310, 0.413, -0.136], [2.165, 1.319, 0.082], [0.239, -2.415, 0.782], [0.789, -2.646, -0.913], [-0.815, -1.072, -1.581], [-1.623, -1.316, -0.108], [-0.652, -0.311, 1.854], [-0.328, 1.564, 1.741], [-1.987, 0.970, 1.274], [-1.700, 1.707, -1.048], [-0.316, 2.724, -0.378], [0.093, 1.615, -1.687], [2.664, -1.336, 0.071]], "e_homo_ev": -15.31, "orbital_gap_ev": 12.230, "lumo_energy_ev": -3.0833, "total_charge": 1}



Entry 2:
{"formula": "C5H11N2O", "method": "ωB97M-V/def2-TZVPD", "elements": ["C", "C", "C", "C", "C", "N", "N", "O", "H", "H", "H", "H", "H", "H", "H", "H", "H", "H", "H"], "xyz": [[-1.240, -0.018, 0.005], [-3.576, 0.159, 0.651], [2.768, 1.443, -0.270], [3.725, 1.605, -1.394], [-2.042, -1.639, 1.209], [-2.477, -0.451, 0.385], [-0.641, -0.467, -1.005], [1.717, 0.892, -0.498], [-4.363, -0.304, 1.148], [-3.745, 1.141, 0.240], [2.852, 1.785, 0.734], [3.482, 2.686, -1.555], [3.417, 0.965, -2.178], [4.844, 1.642, -1.084], [-1.091, -1.374, 1.874], [-2.942, -1.919, 1.699], [-1.722, -2.475, 0.613], [-1.215, -0.934, -1.684], [0.198, 0.085, -1.193]], "e_homo_ev": [-12.93, -12.93], "orbital_gap_ev": [8.413, 8.412], "lumo_energy_ev": [-4.5129, -4.5136], "total_charge": 1}



Entry 3:
{"formula": "C5H11N2O", "method": "ωB97M-V/def2-TZVPD", "elements": ["C", "C", "C", "C", "C", "N", "N", "O", "H", "H", "H", "H", "H", "H", "H", "H", "H", "H", "H"], "xyz": [[2.241, -0.193, -0.782], [-1.079, 1.287, -0.734], [-1.972, 0.162, -0.785], [-0.695, -0.009, -0.024], [-0.691, -0.072, 1.499], [0.010, -0.967, -0.710], [2.416, 0.596, 0.223], [0.274, -2.160, -0.052], [2.973, -0.890, -1.234], [-0.582, 1.448, -1.634], [-1.301, 2.123, -0.206], [-2.885, 0.118, -0.226], [-1.980, -0.394, -1.750], [-1.414, 0.525, 2.001], [0.206, 0.081, 2.032], [-1.141, -0.955, 1.866], [3.377, 0.865, 0.535], [1.791, 1.222, 0.724], [0.451, -2.788, -0.742]], "e_homo_ev": [-13.15, -12.86], "orbital_gap_ev": [8.152, 7.699], "lumo_energy_ev": [-4.9978, -5.1596], "total_charge": 1}



Entry 4:
{"formula": "C5H11N2O", "method": "ωB97M-V/def2-TZVPD", "elements": ["C", "C", "C", "C", "C", "N", "N", "O", "H", "H", "H", "H", "H", "H", "H", "H", "H", "H", "H"], "xyz": [[-1.835, 1.805, 0.750], [-1.196, 0.663, 1.073], [1.495, 0.219, -0.102], [-0.809, -1.719, 0.392], [-1.019, -0.331, 0.086], [2.594, -0.478, 0.298], [1.630, 0.801, -1.290], [-1.223, 0.088, -1.183], [-2.108, 2.737, 1.428], [-1.873, 2.019, -0.303], [-1.082, 0.471, 2.144], [-1.797, -2.002, 0.434], [-0.446, -2.380, -0.468], [-0.341, -1.815, 1.419], [2.399, -1.085, 1.123], [3.466, -0.346, -0.276], [0.828, 1.227, -1.749], [2.393, 0.724, -1.881], [-1.078, -0.598, -1.895]], "e_homo_ev": [-12.70, -12.70], "orbital_gap_ev": [7.878, 7.879], "lumo_energy_ev": [-4.8248, -4.8243], "total_charge": 1}



Entry 5:
{"formula": "C5H11N2O", "method": "ωB97M-V/def2-TZVPD", "elements": ["C", "C", "C", "C", "C", "N", "N", "O", "H", "H", "H", "H", "H", "H", "H", "H", "H", "H", "H"], "xyz": [[0.609, -0.889, 0.949], [-2.546, -0.557, -0.042], [-1.311, -0.131, -0.724], [1.172, 0.096, 0.026], [2.569, -0.185, -0.639], [0.049, -0.731, -0.461], [-1.878, 0.768, 0.261], [0.868, 1.398, 0.132], [1.210, -1.706, 1.306], [0.048, -0.477, 1.696], [-3.531, -0.463, -0.610], [-2.559, -1.234, 0.837], [-1.353, 0.235, -1.813], [2.969, 0.606, -1.282], [2.593, -1.297, -0.976], [3.241, -0.024, 0.252], [-2.268, 1.649, -0.126], [-1.572, 0.899, 1.186], [1.692, 2.043, 0.028]], "e_homo_ev": [-7.00, -16.58], "orbital_gap_ev": [4.005, 7.983], "s2": 2.01, "lumo_energy_ev": [-2.9933, -8.5961], "spin_multiplicity": 3, "total_charge": 1}



Entry 6:
{"formula": "C5H11N2OS2", "method": "ωB97M-V/def2-TZVPD", "elements": ["C", "C", "C", "C", "C", "N", "N", "O", "S", "S", "H", "H", "H", "H", "H", "H", "H", "H", "H", "H", "H"], "xyz": [[-0.971, 0.645, 1.409], [-1.002, -0.693, 0.593], [0.420, 1.204, 1.570], [1.119, 0.410, -0.532], [-0.290, -0.391, -0.751], [0.059, -1.574, -1.332], [0.873, 1.620, 0.262], [-0.866, -3.936, -2.107], [1.098, -1.541, -2.804], [-0.986, -2.551, -2.391], [-1.535, 1.348, 0.752], [-1.536, 0.440, 2.371], [-0.243, -1.246, 1.180], [-1.959, -1.262, 0.297], [0.501, 1.905, 2.362], [1.005, 0.373, 2.009], [1.688, -0.300, -0.043], [1.491, 0.706, -1.555], [-1.020, 0.372, -1.312], [0.328, 2.425, -0.175], [1.828, 2.046, 0.198]], "e_homo_ev": [-12.18, -12.18], "orbital_gap_ev": [7.752, 7.753], "lumo_energy_ev": [-4.4280, -4.4275], "total_charge": 1}



Entry 7:
{"formula": "C5H11N2P", "method": "ωB97M-V/def2-TZVPD", "elements": ["C", "C", "C", "C", "C", "N", "N", "P", "H", "H", "H", "H", "H", "H", "H", "H", "H", "H", "H"], "xyz": [[-1.346, 0.938, 0.465], [-0.815, -0.089, -0.404], [-2.340, 1.954, -0.077], [-0.729, -1.635, 0.039], [3.398, -0.849, -0.084], [0.043, 0.971, -0.014], [2.160, -0.171, -0.022], [1.566, 1.128, 0.570], [-1.575, 0.744, 1.509], [-1.175, -0.125, -1.446], [-2.278, 2.874, 0.563], [-3.264, 1.360, -0.096], [-2.144, 2.340, -1.050], [-0.156, -2.259, -0.658], [-1.825, -2.016, 0.077], [-0.460, -1.870, 0.944], [3.272, -1.653, -0.861], [4.245, -0.260, -0.357], [3.422, -1.382, 0.902]], "e_homo_ev": [-5.37, -8.70], "orbital_gap_ev": [6.398, 7.004], "s2": 2.01, "lumo_energy_ev": [1.0297, -1.6930], "spin_multiplicity": 3, "total_charge": 0}



Entry 8:
{"formula": "C5H11N2S", "method": "ωB97M-V/def2-TZVPD", "elements": ["C", "C", "C", "C", "C", "N", "N", "S", "H", "H", "H", "H", "H", "H", "H", "H", "H", "H", "H"], "xyz": [[-0.182, -1.075, 0.541], [0.639, 0.026, 2.186], [-0.124, 1.050, 1.374], [2.270, 0.733, -0.808], [-2.936, -0.598, -0.491], [0.257, -1.279, 1.718], [-0.370, 0.199, 0.098], [-1.834, 0.603, -0.621], [-0.548, -2.004, 0.117], [1.732, 0.142, 1.946], [0.665, 0.229, 3.237], [-1.095, 1.407, 1.747], [0.562, 1.835, 1.033], [1.833, 0.269, 0.089], [1.566, 0.406, -1.664], [3.197, 0.315, -1.173], [-3.843, -0.394, -0.977], [-2.579, -1.554, -0.102], [2.364, 1.760, -0.757]], "e_homo_ev": [-14.10, -14.10], "orbital_gap_ev": [7.487, 7.486], "lumo_energy_ev": [-6.6163, -6.6169], "total_charge": 1}



Entry 9:
{"formula": "C5H11N3", "method": "ωB97M-V/def2-TZVPD", "elements": ["C", "C", "C", "C", "C", "H", "H", "H", "H", "H", "H", "H", "H", "H", "H", "H", "N", "N", "N"], "xyz": [[1.706, -2.167, -1.438], [0.141, -0.057, -0.412], [-0.826, 0.929, 0.031], [-1.969, 0.528, 0.784], [-0.461, 1.980, 1.075], [0.663, -1.923, -2.035], [1.471, -3.234, -0.609], [2.846, -2.425, -2.004], [2.950, -0.952, -0.441], [-0.273, -1.179, -1.004], [-1.199, 1.451, -0.811], [-1.659, -0.329, 1.500], [-2.971, 0.169, 0.317], [-2.264, 2.079, 2.325], [-0.082, 2.925, 0.834], [0.311, 1.378, 1.633], [2.166, -0.911, -0.967], [1.355, -0.137, -0.130], [-1.905, 1.874, 1.351]], "e_homo_ev": -8.81, "orbital_gap_ev": 9.840, "lumo_energy_ev": 1.0298, "total_charge": 0}



Entry 10:
{"formula": "C5H11N3", "method": "ωB97M-V/def2-TZVPD", "elements": ["C", "N", "C", "N", "N", "C", "C", "C", "H", "H", "H", "H", "H", "H", "H", "H", "H", "H", "H"], "xyz": [[2.693, -0.804, -0.170], [1.683, -0.073, 0.553], [-0.663, 0.058, -0.182], [1.957, 1.301, 0.547], [-0.722, 1.377, -0.593], [0.156, -0.673, 0.498], [-2.123, -0.918, -0.050], [-3.285, -0.352, 0.253], [2.036, 1.680, -0.404], [1.147, 1.777, 0.940], [-1.084, 1.471, -1.536], [-1.238, 1.980, 0.038], [0.198, -1.694, 0.824], [-2.065, -1.958, -0.356], [2.669, -0.591, -1.253], [3.680, -0.526, 0.211], [2.553, -1.874, -0.022], [-3.361, 0.700, 0.508], [-4.230, -0.880, 0.193]], "e_homo_ev": -7.04, "orbital_gap_ev": 7.831, "lumo_energy_ev": 0.7931, "total_charge": 0, "smiles": "C=C/C(N)=C/N(C)N"}



Entry 11:
{"formula": "C5H11N3O", "method": "ωB97M-V/def2-TZVPD", "elements": ["C", "C", "C", "C", "C", "N", "O", "N", "N", "H", "H", "H", "H", "H", "H", "H", "H", "H", "H", "H"], "xyz": [[-1.039, -1.171, 0.448], [-1.540, -1.425, -0.956], [1.947, 1.483, -0.516], [-0.501, 1.449, -0.078], [0.669, 0.831, -0.056], [1.814, -1.148, 0.598], [-1.960, -0.571, 1.293], [0.600, -0.510, 0.304], [-1.512, 2.068, 0.131], [-2.268, 0.252, 0.861], [-0.754, -2.106, 0.929], [2.454, -0.566, 1.138], [1.655, -2.006, 1.121], [-1.351, 2.948, 0.634], [-1.990, -0.533, -1.400], [-0.726, -1.771, -1.597], [-2.323, -2.194, -0.941], [2.505, 0.828, -1.191], [1.733, 2.409, -1.056], [2.588, 1.734, 0.335]], "e_homo_ev": -6.19, "orbital_gap_ev": 7.091, "lumo_energy_ev": 0.9042, "total_charge": 0, "smiles": "CC(=C=N)N(N)[C@H](C)O"}



Entry 12:
{"formula": "C5H11N3O", "method": "ωB97M-V/def2-TZVPD", "elements": ["C", "N", "C", "N", "H", "H", "H", "H", "H", "H", "C", "C", "C", "N", "O", "H", "H", "H", "H", "H"], "xyz": [[-0.074, -1.684, -0.627], [0.210, -0.307, -0.978], [2.988, 0.049, -0.478], [2.475, -0.481, -1.414], [0.196, -0.106, -1.971], [-1.104, -1.969, -0.872], [0.082, -1.852, 0.435], [0.603, -2.354, -1.163], [4.007, 0.036, -0.117], [2.197, 0.830, 0.370], [-2.486, 0.801, 0.524], [-1.071, 0.547, 0.946], [-0.010, 0.845, -0.170], [-0.808, 0.163, 2.119], [-0.099, 1.938, -0.773], [0.186, -0.032, 2.255], [1.224, 0.956, 0.678], [-2.777, 0.156, -0.309], [-3.162, 0.632, 1.360], [-2.578, 1.834, 0.186]], "e_homo_ev": [-8.99, -8.99], "orbital_gap_ev": [8.086, 8.087], "lumo_energy_ev": [-0.9012, -0.9001], "total_charge": 0}